No. 1
Entry from the Open Molecules 2025 dataset: a molecular structure, C5H8O2 in a non-equilibrium geometry (ωB97M-V with the def2-TZVPD basis set).

Element x y z (Å)
C (-0.2242, -0.6286, 1.2664)
C (1.0528, -0.7342, 0.5300)
O (0.9306, -1.1565, -0.7611)
C (-0.0616, -0.5831, -1.4769)
C (0.2115, 1.3376, -0.9854)
O (-0.6682, 1.5601, 0.0440)
C (-0.9405, 0.6665, 0.9611)
H (-0.9114, -1.4917, 1.1242)
H (0.0386, -0.6132, 2.3319)
H (1.9681, -1.1012, 0.9797)
H (-1.0619, -0.6365, -1.0235)
H (-0.0312, -1.0395, -2.4813)
H (1.2064, 1.0946, -0.5841)
H (0.1942, 2.2803, -1.5639)
H (-1.7031, 1.0454, 1.6391)

Frontier orbital gap (spin up / spin down), eV: 8.3 / 7.1

---

No. 2
Entry from the Open Molecules 2025 dataset: 6 unconnected molecules or ions with the total composition C31H56BF2N5O8P in a non-equilibrium geometry (ωB97M-V with the def2-TZVPD basis set).

Element x y z (Å)
C (2.0597, -0.3849, 0.1803)
C (1.4253, 0.3410, -0.5428)
C (0.5859, 1.1841, -1.4421)
C (-0.1324, 2.3327, -0.7182)
C (-1.3776, 1.8698, 0.0512)
C (-1.0744, 1.0875, 1.3704)
C (-2.1756, 1.3938, 2.3883)
C (-3.5159, 1.2700, 1.9704)
C (-4.5988, 1.5552, 2.8034)
C (-4.3271, 1.9895, 4.1156)
C (-3.0038, 2.0964, 4.5341)
C (-1.9107, 1.8137, 3.6937)
O (-0.6968, 3.1451, -1.7510)
B (-0.4715, 4.5532, -1.4296)
C (-0.7178, 5.4508, -2.7643)
C (-2.1911, 5.3080, -3.2096)
C (-3.0308, 6.5570, -2.9266)
F (-2.2521, 5.0963, -4.6058)
P (-1.5928, 5.4279, -0.0413)
O (-1.2887, 6.9231, 0.0192)
O (0.8764, 4.5117, -0.8261)
C (0.8105, 3.3923, -0.0221)
F (2.1552, 2.9874, 0.0715)
H (2.3653, -1.0749, 0.9305)
H (-0.1768, 0.5283, -1.8712)
H (1.2186, 1.5734, -2.2425)
H (-2.0052, 2.7353, 0.2803)
H (-1.9626, 1.2495, -0.6365)
H (-1.2016, 0.0220, 1.1399)
H (-0.0878, 1.2967, 1.7829)
H (-3.7398, 0.9567, 0.9551)
H (-5.6007, 1.4454, 2.4073)
H (-5.1730, 2.2226, 4.7518)
H (-2.8303, 2.4438, 5.5489)
H (-0.8979, 1.9184, 4.0479)
H (-0.1206, 5.0397, -3.5860)
H (-0.5499, 6.5141, -2.5751)
H (-2.6827, 4.4466, -2.7504)
H (-2.6964, 7.1086, -2.0417)
H (-4.0878, 6.3052, -2.7620)
H (-3.0032, 7.2454, -3.7779)
H (-1.3427, 4.9240, 1.2724)
H (-2.9914, 5.2130, -0.2903)
H (0.5741, 3.6110, 1.0258)
C (-1.3701, -2.7224, 0.7006)
O (-1.5598, -1.9234, 1.5982)
N (-2.2338, -2.9607, -0.3048)
C (-1.9575, -3.9223, -1.3589)
C (-3.4831, -2.2221, -0.3300)
H (-0.4479, -3.3228, 0.6329)
H (-1.9532, -3.4129, -2.3237)
H (-2.7261, -4.6918, -1.3651)
H (-0.9888, -4.3913, -1.2043)
H (-3.2782, -1.1510, -0.3786)
H (-4.0485, -2.4199, 0.5823)
H (-4.0707, -2.5200, -1.1955)
C (1.7354, 0.2290, 5.1951)
O (0.7837, 0.6144, 4.5474)
N (1.6733, -0.2343, 6.4589)
C (2.8589, -0.6858, 7.1597)
C (0.3820, -0.2802, 7.1222)
H (2.7588, 0.2216, 4.7842)
H (2.7407, -1.7355, 7.4404)
H (3.0052, -0.0886, 8.0630)
H (3.7392, -0.5882, 6.5271)
H (-0.3020, -0.9136, 6.5553)
H (-0.0439, 0.7232, 7.1709)
H (0.4975, -0.6763, 8.1284)
C (6.3018, -1.8800, 4.7465)
O (5.8650, -1.0589, 5.5307)
N (5.9280, -1.9889, 3.4574)
C (6.4919, -2.9902, 2.5743)
C (4.9260, -1.0706, 2.9363)
H (7.0645, -2.6207, 5.0403)
H (6.9832, -2.5023, 1.7301)
H (5.6984, -3.6391, 2.1983)
H (7.2225, -3.5968, 3.1060)
H (5.2771, -0.0435, 3.0391)
H (4.0006, -1.1757, 3.5032)
H (4.7355, -1.2855, 1.8882)
C (3.2529, -1.2602, -3.0143)
O (2.7854, -2.3784, -2.9095)
N (3.5851, -0.6709, -4.1839)
C (4.1385, 0.6683, -4.2367)
C (3.3777, -1.4029, -5.4189)
H (3.4407, -0.6242, -2.1372)
H (3.4853, 1.3156, -4.8256)
H (5.1276, 0.6414, -4.7010)
H (4.2293, 1.0802, -3.2336)
H (2.3220, -1.6584, -5.5235)
H (3.9536, -2.3299, -5.3999)
H (3.6908, -0.7968, -6.2659)
C (-3.1007, -6.3617, -4.2766)
O (-2.4326, -6.0180, -3.3226)
N (-3.4796, -5.5462, -5.2817)
C (-4.2777, -6.0151, -6.3962)
C (-3.0700, -4.1514, -5.2392)
H (-3.4596, -7.3978, -4.3992)
H (-3.7313, -5.8660, -7.3300)
H (-5.2157, -5.4575, -6.4391)
H (-4.5014, -7.0740, -6.2834)
H (-1.9814, -4.0871, -5.2192)
H (-3.4576, -3.6812, -4.3346)
H (-3.4497, -3.6268, -6.1122)

Total charge: -1
Frontier orbital gap, eV: 6.3

---

No. 3
Entry from the Open Molecules 2025 dataset: 2 unconnected molecules or ions with the total composition C24H23N3O5S2 in a non-equilibrium geometry (ωB97M-V with the def2-TZVPD basis set).

Element x y z (Å)
C (-8.1134, -0.6335, 1.7304)
C (-7.4157, -1.8562, 0.9341)
H (-7.9526, -2.6596, 1.2021)
H (-7.5837, -1.7727, -0.1783)
O (-6.2079, -2.2807, 1.1772)
C (-5.2812, -1.4167, 0.9137)
C (-5.4369, -0.4601, 0.0630)
C (-4.2554, 0.3979, -0.6352)
C (-3.0454, 0.1274, -0.0620)
C (-2.8206, -0.9293, 0.9954)
C (-4.0249, -1.3954, 1.4263)
H (-3.9904, -2.2684, 2.0556)
H (-1.8716, -1.2645, 1.3307)
N (-1.8339, 0.9505, -0.3360)
C (-0.8573, 0.2532, -1.1820)
N (0.1728, 0.8479, -1.2974)
C (0.3790, 2.0326, -1.0844)
C (-0.6757, 2.8317, -0.4072)
C (-1.7354, 2.3465, -0.0918)
O (-2.7889, 2.7797, 0.6988)
S (-0.3465, 4.5766, -0.3503)
C (1.0524, 4.5599, -1.2145)
H (1.9518, 5.1961, -0.8890)
C (1.4995, 3.0437, -1.3121)
H (1.9171, 2.9220, -2.7295)
H (2.4448, 2.7710, -0.7888)
H (0.8808, 4.6945, -2.3345)
S (-1.0441, -1.2537, -1.5102)
C (0.1559, -1.7160, -2.6057)
C (1.5816, -2.2109, -2.0330)
O (1.9572, -3.1885, -2.3394)
N (2.1277, -1.2314, -1.5103)
C (3.3904, -1.2344, -0.6522)
C (3.7036, -0.2809, 0.0415)
C (4.8782, -0.1980, 0.7844)
C (5.7990, -1.0415, 0.7880)
C (5.3982, -2.3640, -0.1362)
C (4.1832, -2.3764, -0.4020)
H (3.8781, -3.2302, -1.2036)
H (5.9130, -3.0964, 0.1349)
O (7.0449, -1.3351, 1.5658)
C (7.2571, 0.0966, 2.0390)
C (6.1458, 0.7521, 2.4726)
H (6.5128, 1.6442, 2.7977)
O (5.1049, 1.0578, 1.4320)
H (6.0194, 0.1608, 3.2893)
H (8.2967, -0.2357, 2.5485)
H (7.8921, 0.4361, 0.9649)
H (3.1158, 0.8085, -0.0034)
H (1.5377, -0.2433, -1.2878)
H (0.3983, -0.6931, -3.3005)
H (-0.1295, -2.4079, -3.4318)
H (-4.1460, 1.2158, -1.3536)
H (-6.2332, -0.1792, -0.4498)
H (-9.0846, -0.5765, 1.4642)
H (-8.0782, -0.6823, 2.9317)
H (-7.6369, 0.2095, 1.3310)

Frontier orbital gap, eV: 6.8

---

No. 4
Entry from the Open Molecules 2025 dataset: 2 unconnected molecules or ions with the total composition C3H8NS in a non-equilibrium geometry (ωB97M-V with the def2-TZVPD basis set).

Element x y z (Å)
C (3.5714, 0.3267, 0.0662)
C (-2.7314, -0.4158, 0.1167)
C (-3.7847, 0.4548, 0.5729)
N (4.0993, 0.5461, 1.2137)
S (-1.5113, 0.1227, -0.7837)
H (3.8045, 0.8703, -0.8262)
H (2.9140, -0.4479, -0.1101)
H (-2.6347, -1.3731, 0.5108)
H (-3.5497, 1.4695, 0.3835)
H (-3.9741, 0.1913, 1.5391)
H (-4.7586, 0.0669, 0.0361)
H (4.1801, -0.1629, 1.9545)
H (4.8498, 1.3573, 1.2174)

Total charge: +1
Frontier orbital gap, eV: 4.9

---

No. 5
Entry from the Open Molecules 2025 dataset: 3 unconnected molecules or ions with the total composition C4H13NO2 in a non-equilibrium geometry (ωB97M-V with the def2-TZVPD basis set).

Element x y z (Å)
C (-0.5830, -1.1012, 1.3110)
N (-1.0338, -0.7369, 0.1418)
C (-0.9617, 0.7876, -0.1904)
C (0.3234, 1.0881, -0.7894)
C (0.6341, 2.5991, -0.7577)
H (-0.3617, -0.0962, 1.8977)
H (-0.2378, -2.0768, 1.8187)
H (-1.3132, 1.3940, 0.5786)
H (-1.6736, 0.7787, -1.0121)
H (0.3902, 0.7128, -1.9039)
H (1.1499, 0.5419, -0.4071)
H (1.5068, 2.8549, -1.4336)
H (0.9073, 3.0288, 0.2265)
H (-0.2903, 3.0206, -1.1792)
O (3.7928, -1.7844, 0.8458)
H (4.0054, -1.0860, 0.2071)
H (3.6718, -2.5900, 0.2654)
O (-3.6630, -2.6667, 0.2125)
H (-3.3867, -1.9010, 0.6238)
H (-2.8768, -2.7674, -0.4555)

SMILES: C=NCCC.O.O
Frontier orbital gap, eV: 10.3

---

No. 6
Entry from the Open Molecules 2025 dataset: 2 unconnected molecules or ions with the total composition C8H17N in a non-equilibrium geometry (ωB97M-V with the def2-TZVPD basis set).

Element x y z (Å)
C (-1.0565, 0.1178, -0.0936)
C (1.3454, 0.9674, -1.2469)
C (1.1546, 1.0836, 1.1491)
C (-1.3231, -0.8961, 0.9335)
C (-1.3152, -0.3958, -1.4968)
C (-1.6384, 1.4937, 0.1472)
N (0.7516, 0.3599, -0.0583)
H (0.9187, 2.1490, 1.0823)
H (2.4257, 1.0755, -1.1112)
H (0.9295, 1.9592, -1.4493)
H (1.1764, 0.3340, -2.1147)
H (2.2326, 0.9815, 1.2996)
H (0.6530, 0.6528, 2.0126)
H (-0.3611, -1.6758, 0.9202)
H (-1.4142, -0.5064, 1.9439)
H (-2.1617, -1.5421, 0.6813)
H (-2.3707, -0.6602, -1.5821)
H (-0.7336, -1.2967, -1.6925)
H (-1.0990, 0.3530, -2.2567)
H (-2.7158, 1.4492, -0.0263)
H (-1.2139, 2.2371, -0.5284)
H (-1.4891, 1.8180, 1.1756)
C (1.2406, -2.2718, 0.5514)
C (2.0865, -3.1254, 0.7070)
H (2.8162, -3.8582, 0.9454)
H (1.1615, -0.8030, 0.1079)

Frontier orbital gap, eV: 8.9